(1)
{
  "formula": "C15H25MgO4P",
  "method": "ωB97M-V with the def2-TZVPD basis set",
  "e_homo_ev": -15.1,
  "spin_multiplicity": 1,
  "charge": 2,
  "symbols": ["Mg", "O", "C", "C", "O", "C", "O", "C", "O", "C", "H", "H", "C", "H", "H", "C", "C", "C", "P", "C", "C", "C", "C", "C", "C", "H", "H", "H", "H", "H", "H", "H", "H", "H", "H", "H", "H", "H", "H", "H", "H", "H", "H", "H", "H", "H"],
  "xyz": [[0.065, -0.096, -0.019], [-2.700, 0.149, 2.040], [-1.802, 0.019, 1.341], [1.926, 0.244, -1.318], [2.850, 0.377, -1.994], [-1.419, -0.422, -1.771], [-2.191, -0.500, -2.619], [1.270, -0.012, 1.960], [1.879, 0.127, 2.924], [0.184, -5.009, 0.699], [0.295, -4.929, 1.787], [-0.829, -5.160, 0.306], [1.252, -4.963, -0.120], [1.144, -5.072, -1.206], [2.268, -4.844, 0.275], [-0.745, 3.236, 2.210], [-1.309, 3.246, 0.778], [-1.877, 4.628, 0.449], [-0.088, 2.515, -0.450], [-0.750, 2.927, -2.143], [-0.838, 4.391, -2.579], [0.040, 2.153, -3.213], [1.459, 3.554, -0.339], [1.291, 5.068, -0.209], [2.368, 3.067, 0.798], [0.005, 4.032, 2.345], [-0.311, 2.272, 2.516], [-1.585, 3.455, 2.891], [-2.128, 2.505, 0.722], [-1.077, 5.369, 0.311], [-2.529, 4.615, -0.431], [-2.495, 4.977, 1.292], [-1.772, 2.506, -2.087], [0.162, 4.809, -2.755], [-1.372, 4.433, -3.542], [-1.382, 5.025, -1.881], [0.099, 1.082, -3.002], [-0.486, 2.298, -4.168], [1.053, 2.567, -3.327], [1.956, 3.341, -1.301], [0.832, 5.342, 0.748], [2.286, 5.536, -0.224], [0.723, 5.527, -1.019], [2.700, 2.033, 0.690], [3.261, 3.707, 0.807], [1.878, 3.173, 1.773]],
  "nbo_charge": [1.583, -0.326, 0.396, 0.392, -0.338, 0.400, -0.325, 0.401, -0.320, -0.406, 0.204, 0.204, -0.397, 0.205, 0.205, -0.619, -0.491, -0.630, 0.629, -0.504, -0.625, -0.610, -0.512, -0.624, -0.613, 0.232, 0.179, 0.252, 0.205, 0.230, 0.225, 0.246, 0.223, 0.219, 0.247, 0.235, 0.164, 0.259, 0.227, 0.232, 0.214, 0.248, 0.233, 0.180, 0.256, 0.217]
}

***

(2)
{
  "formula": "C15H25MoN4S3",
  "method": "ωB97M-V with the def2-TZVPD basis set",
  "e_homo_ev": [-17.1, -17.1],
  "spin_multiplicity": 1,
  "charge": 3,
  "symbols": ["Mo", "S", "C", "C", "C", "C", "C", "C", "S", "H", "H", "H", "H", "C", "C", "N", "C", "C", "N", "C", "C", "H", "H", "H", "H", "H", "H", "H", "H", "H", "H", "H", "H", "H", "C", "N", "C", "S", "N", "C", "H", "H", "H", "H", "H", "H", "H", "H"],
  "xyz": [[0.343, 0.144, -0.280], [0.663, 0.172, -2.404], [-0.455, 1.337, -3.132], [-0.382, 1.661, -4.474], [-1.271, 2.615, -4.970], [-2.194, 3.220, -4.135], [-2.258, 2.891, -2.778], [-1.379, 1.945, -2.291], [-1.357, 1.469, -0.573], [0.343, 1.190, -5.125], [-1.238, 2.880, -6.018], [-2.880, 3.954, -4.536], [-2.982, 3.366, -2.130], [0.327, -4.317, 0.067], [0.732, -2.854, -0.221], [-0.426, -1.942, -0.020], [-0.932, -2.086, 1.371], [-1.392, -3.537, 1.638], [-1.133, -4.334, 0.399], [-1.932, -3.791, -0.745], [-1.511, -2.322, -0.967], [0.869, -4.736, 0.913], [0.485, -4.958, -0.798], [1.072, -2.741, -1.251], [1.541, -2.544, 0.446], [-1.764, -1.393, 1.507], [-0.131, -1.809, 2.061], [-2.456, -3.595, 1.860], [-0.842, -3.998, 2.457], [-1.418, -5.303, 0.567], [-2.987, -3.882, -0.492], [-1.730, -4.413, -1.616], [-2.351, -1.646, -0.812], [-1.143, -2.175, -1.981], [1.336, 4.361, 2.582], [1.376, 3.133, 1.770], [2.252, 2.149, 1.809], [2.385, 1.081, 0.386], [3.124, 1.910, 2.762], [3.259, 2.534, 4.085], [0.908, 5.144, 1.962], [2.340, 4.662, 2.862], [0.715, 4.230, 3.465], [0.778, 3.138, 0.954], [3.798, 1.184, 2.559], [2.287, 2.829, 4.465], [3.930, 3.390, 4.047], [3.680, 1.789, 4.754]],
  "nbo_charge": [0.431, 0.396, -0.296, -0.143, -0.159, -0.142, -0.199, -0.134, 0.257, 0.252, 0.260, 0.259, 0.250, -0.246, -0.271, -0.458, -0.273, -0.245, -0.329, -0.252, -0.256, 0.258, 0.264, 0.257, 0.246, 0.254, 0.238, 0.262, 0.260, 0.473, 0.261, 0.260, 0.254, 0.256, -0.428, -0.541, 0.410, -0.030, -0.524, -0.429, 0.250, 0.234, 0.232, 0.427, 0.436, 0.226, 0.242, 0.251]
}

***

(3)
{
  "formula": "C15H25N2O8",
  "method": "ωB97M-V with the def2-TZVPD basis set",
  "e_homo_ev": -3.0,
  "spin_multiplicity": 1,
  "charge": -1,
  "symbols": ["C", "C", "C", "O", "C", "N", "N", "C", "O", "O", "C", "C", "C", "O", "H", "H", "H", "H", "H", "H", "H", "H", "H", "H", "H", "H", "H", "H", "H", "C", "C", "O", "O", "C", "C", "C", "O", "O", "C", "C", "H", "H", "H", "H", "H", "H", "H", "H", "H", "H"],
  "xyz": [[-4.360, 2.220, 0.143], [-3.706, 0.874, 0.411], [-3.918, 0.303, 1.782], [-2.266, 1.127, 0.103], [-1.403, 0.144, 0.378], [-0.281, 0.302, -0.482], [0.835, -0.221, -0.182], [1.833, 0.779, 0.274], [2.748, 0.444, 0.994], [1.628, 2.008, -0.229], [2.714, 3.016, -0.055], [2.104, 4.404, -0.177], [3.869, 2.719, -0.985], [-1.608, -0.770, 1.197], [-5.448, 2.136, 0.237], [-4.005, 2.970, 0.862], [-4.108, 2.570, -0.869], [-4.043, 0.137, -0.335], [-4.994, 0.191, 1.950], [-3.428, -0.674, 1.843], [-3.515, 0.962, 2.564], [3.043, 2.902, 0.979], [2.916, 5.141, -0.184], [1.517, 4.572, -1.088], [1.454, 4.605, 0.682], [4.606, 3.528, -0.892], [4.338, 1.767, -0.695], [3.566, 2.650, -2.038], [-0.768, -1.934, -0.108], [0.310, -2.055, -0.262], [1.088, -2.476, 0.925], [2.040, -3.237, 0.966], [0.611, -1.811, 2.014], [1.141, -2.304, 3.240], [0.800, -1.391, 4.384], [0.677, -2.660, -1.564], [1.513, -3.519, -1.786], [-0.102, -2.129, -2.554], [0.017, -2.873, -3.772], [-0.668, -2.196, -4.930], [0.726, -3.305, 3.416], [2.225, -2.391, 3.104], [1.203, -1.829, 5.301], [1.239, -0.403, 4.246], [-0.280, -1.279, 4.515], [1.085, -3.007, -3.971], [-0.425, -3.863, -3.606], [-0.535, -2.838, -5.805], [-1.746, -2.088, -4.778], [-0.236, -1.220, -5.160]],
  "nbo_charge": [-0.616, 0.102, -0.652, -0.528, 0.795, -0.479, -0.267, 0.888, -0.679, -0.512, 0.102, -0.619, -0.638, -0.746, 0.194, 0.206, 0.218, 0.164, 0.182, 0.278, 0.201, 0.193, 0.200, 0.216, 0.217, 0.198, 0.240, 0.211, 0.291, -0.272, 0.767, -0.609, -0.497, -0.068, -0.619, 0.757, -0.587, -0.502, -0.073, -0.620, 0.161, 0.198, 0.194, 0.216, 0.209, 0.195, 0.169, 0.200, 0.207, 0.214]
}

***

(4)
{
  "formula": "C15H25N5O4",
  "method": "ωB97M-V with the def2-TZVPD basis set",
  "e_homo_ev": -9.0,
  "spin_multiplicity": 1,
  "symbols": ["H", "N", "C", "N", "N", "C", "C", "C", "C", "N", "C", "O", "O", "H", "H", "H", "H", "H", "H", "H", "H", "H", "H", "H", "H", "H", "N", "C", "C", "C", "C", "C", "C", "C", "C", "C", "O", "O", "H", "H", "H", "H", "H", "H", "H", "H", "H", "H", "H"],
  "xyz": [[-0.926, -2.361, 0.199], [-1.509, -2.385, 1.032], [-1.164, -3.334, 1.815], [-1.725, -3.427, 3.089], [-0.255, -4.362, 1.576], [0.549, -4.338, 0.369], [1.389, -5.606, 0.275], [2.142, -5.746, -1.051], [3.041, -4.576, -1.481], [3.670, -4.798, -2.790], [4.135, -4.242, -0.449], [3.916, -4.141, 0.734], [5.339, -4.037, -0.979], [-2.020, -4.364, 3.335], [-2.472, -2.753, 3.194], [0.267, -4.618, 2.405], [-0.134, -4.279, -0.490], [1.204, -3.453, 0.341], [2.104, -5.623, 1.102], [0.725, -6.472, 0.387], [1.416, -5.899, -1.863], [2.760, -6.655, -1.011], [2.437, -3.663, -1.558], [3.782, -5.794, -2.970], [3.109, -4.420, -3.544], [5.219, -4.166, -1.949], [-2.193, 3.397, 1.490], [-1.309, 3.342, 0.345], [-0.537, 4.650, 0.019], [-1.474, 5.795, -0.272], [-1.844, 6.692, 0.732], [-2.748, 7.720, 0.474], [-3.294, 7.865, -0.797], [-2.933, 6.976, -1.807], [-2.031, 5.951, -1.544], [-0.277, 2.263, 0.604], [0.131, 1.949, 1.696], [0.204, 1.729, -0.534], [-2.755, 4.242, 1.460], [-1.639, 3.408, 2.342], [-1.886, 3.057, -0.543], [0.118, 4.470, -0.842], [0.105, 4.892, 0.877], [-1.409, 6.590, 1.727], [-3.021, 8.411, 1.267], [-3.997, 8.668, -1.001], [-3.351, 7.084, -2.804], [-1.750, 5.262, -2.338], [0.894, 1.097, -0.268]],
  "nbo_charge": [0.330, -0.764, 0.578, -0.831, -0.639, -0.223, -0.407, -0.393, -0.172, -0.856, 0.772, -0.594, -0.669, 0.376, 0.395, 0.389, 0.190, 0.184, 0.230, 0.212, 0.204, 0.209, 0.219, 0.371, 0.381, 0.509, -0.820, -0.144, -0.434, -0.035, -0.178, -0.212, -0.224, -0.202, -0.219, 0.796, -0.594, -0.682, 0.365, 0.373, 0.210, 0.225, 0.217, 0.205, 0.213, 0.215, 0.215, 0.212, 0.496]
}

***

Question: What is the formula in the first record?
Answer: C15H25MgO4P

***

Question: Number 3 is which compound?
Answer: C15H25N2O8